(1)
The following is a quantum chemistry calculation of a molecular structure, C26H48IN6O5P2W, from the OMol25 dataset.

Results
LUMO level (spin up / spin down): -9.55 / -9.38 eV
orbital gap (spin up / spin down): 0.2701 / 0.2863 Eh
charge: +3
E: -2771.074941 a.u.
E_HOMO (spin up / spin down): -16.897 / -17.171 eV
multiplicity: 3

Cartesian coordinates (Å):
W  0.01942  0.11951  -0.41463
I  -0.16899  4.26551  -0.03184
P  -3.15737  -0.65753  0.45757
P  -1.89232  1.42298  2.07961
O  1.66380  0.46764  -4.01255
O  -3.11279  0.67688  1.34907
O  -1.75325  -0.98353  -0.02931
O  -0.67703  1.27573  1.15288
O  0.49107  -0.25179  -2.25563
N  -1.63399  0.70241  3.50279
N  -3.78495  -1.81403  1.38064
N  -2.48591  2.90267  2.25434
N  1.55280  1.84329  -0.80435
N  -1.45664  1.32448  -1.53856
N  -4.10424  -0.16510  -0.78493
C  0.07238  -2.55134  1.56341
C  1.02096  -2.51482  -0.61005
C  -2.18062  3.74314  3.42367
C  1.96173  -1.56138  -0.19140
C  3.83552  3.43163  -1.22168
C  0.63070  0.45100  -3.43172
C  2.89727  1.20078  2.01267
C  -4.38227  -1.24664  -1.76116
C  0.17771  -3.14117  0.30847
C  -0.53392  -4.40009  -0.08927
C  -5.12773  -1.60224  1.95236
C  3.81955  2.11174  -1.61750
C  -3.32143  -3.20090  1.45652
C  3.11444  -0.30265  1.76698
C  -5.28526  0.70612  -0.58923
C  -1.80161  0.87873  -2.92935
C  -3.38502  3.53709  1.28218
C  1.94905  -1.03864  1.11211
C  1.55855  3.16712  -0.52189
C  2.67392  3.96620  -0.68284
C  4.44141  -0.56369  1.06185
C  -0.37693  0.81889  4.25649
C  -0.65016  1.10714  -3.88751
C  0.86730  -1.46554  1.91867
C  2.67862  1.37017  -1.38688
C  -2.80512  0.48599  4.37665
H  2.64255  0.35415  -1.72939
H  3.17883  -0.77246  2.75237
H  -4.63823  -0.79606  -2.71861
H  -0.14946  -0.13797  4.72722
H  -5.47236  1.24577  -1.51688
H  -5.22242  -1.86200  -1.43153
H  -3.71905  0.42965  3.78888
H  4.46729  -0.10412  0.07289
H  -3.07185  4.56763  1.11537
H  3.27670  1.79462  1.18226
H  3.44463  1.51063  2.90210
H  -2.89906  1.29102  5.10742
H  -6.17213  0.11600  -0.35277
H  -5.38443  -0.54379  1.98055
H  -1.35278  -4.19643  -0.78380
H  -3.50630  -1.88081  -1.89771
H  -0.44548  2.16595  -4.06156
H  -4.05294  -3.86582  0.99462
H  -3.36766  3.01786  0.32523
H  -0.90050  0.68486  -4.86333
H  0.44113  1.10996  3.60569
H  4.66406  1.64636  -2.10603
H  4.70956  4.05389  -1.36514
H  1.84683  1.45615  2.15615
H  -5.11009  1.42674  0.20441
H  -0.92897  -4.92809  0.77697
H  -1.76956  4.69399  3.08564
H  -2.67445  -0.45577  4.90806
H  -4.40692  3.54883  1.66465
H  5.25348  -0.12699  1.64231
H  2.61303  5.01360  -0.42675
H  2.76890  -1.32697  -0.86694
H  -2.34228  1.32777  -1.03147
H  -1.16416  2.30567  -1.56977
H  -5.88283  -2.14095  1.37825
H  -0.61245  -2.95210  2.30109
H  -0.47778  1.56045  5.05126
H  -5.13263  -1.97738  2.97527
H  -3.19642  -3.49059  2.50062
H  -2.37963  -3.30006  0.93612
H  -1.44482  3.26886  4.06792
H  1.06862  -2.86259  -1.63408
H  0.79200  -1.05540  2.91473
H  4.64937  -1.62892  0.95743
H  0.15519  -5.06963  -0.60337
H  -2.68971  1.42646  -3.24370
H  -3.09021  3.92996  3.99457
H  -2.04989  -0.17862  -2.87950

---

(2)
The following is a quantum chemistry calculation of a molecular structure, C12H15BCl2N6O2Zn at a distorted geometry, from the OMol25 dataset.

Results
LUMO level: -0.95 eV
orbital gap: 0.2534 Eh
E: -3669.785303 a.u.
E_HOMO: -7.842 eV
multiplicity: 1

Cartesian coordinates (Å):
Zn  0.24096  -0.55101  1.55400
Cl  -4.07934  -2.19055  2.83035
Cl  -3.61299  -3.79197  0.35826
O  -1.71540  -1.53310  0.84808
O  -3.43722  -0.09890  0.25332
N  1.16759  -0.62566  -1.68885
N  0.58967  -1.46122  -0.72077
N  1.76047  0.23196  1.15911
N  2.28141  0.80065  -0.05754
N  -0.55222  1.23120  -0.28458
N  0.28584  1.67960  -1.28935
C  -0.83187  0.51313  2.96968
C  0.57579  -2.56602  -2.65155
C  -4.01330  -2.21675  1.05762
C  0.12489  -2.56484  -1.34268
C  -1.57988  2.08596  -0.26256
C  3.88843  0.97470  1.48266
C  -1.46473  3.04361  -1.29410
C  -2.91776  -1.15195  0.66272
C  -0.25396  2.74088  -1.93387
C  3.54960  1.20244  0.15088
C  2.75640  0.39790  2.06866
C  1.19293  -1.30367  -2.86349
B  1.60586  0.86077  -1.44842
H  1.73124  -0.98479  -3.75681
H  -1.48201  0.06745  3.59365
H  -2.37907  1.96517  0.45172
H  -1.15976  1.04941  2.08634
H  0.50501  -3.39785  -3.31594
H  4.86331  1.17731  1.92697
H  -0.16360  1.12444  3.50942
H  0.25077  3.23849  -2.76166
H  2.64034  0.16832  3.10215
H  4.09948  1.58237  -0.68307
H  -2.17279  3.83123  -1.50794
H  -4.96974  -1.87759  0.65177
H  -0.48295  -3.21312  -0.75996
H  0.89362  -1.75908  0.25951
H  2.26498  1.32108  -2.35373

---

(3)
The following is a quantum chemistry calculation of a molecular structure, C40H23ClF11N2O6PPt, from the OMol25 dataset.

Results
LUMO level: -2.38 eV
orbital gap: 0.2357 Eh
E: -4118.428268 a.u.
E_HOMO: -8.793 eV
multiplicity: 1

Cartesian coordinates (Å):
Pt  -0.19983  0.35391  -0.18044
Cl  -5.28958  -1.68675  1.69896
P  1.13361  1.24452  1.30750
F  -2.63998  3.29062  -2.62045
F  -0.80988  -0.37559  -3.26900
F  2.92667  3.48419  -4.47278
F  -4.26654  2.35145  -1.56083
F  1.22119  4.79600  -2.80288
F  -4.10992  2.14130  -3.70653
F  2.07899  -0.51247  -2.21624
F  -0.89833  1.69127  -3.90744
F  3.32072  0.81276  -4.15352
F  -2.34190  0.27325  -4.64625
F  -0.06484  3.49147  -0.89428
O  -1.86659  1.16734  -1.17717
O  -3.17456  -4.81125  -0.98242
O  0.07966  -2.66872  1.82768
O  0.30728  -2.05567  -0.89049
O  -4.97410  -4.19908  0.15693
O  -0.91170  -3.84674  -1.44020
N  -2.87729  -0.74557  1.17689
N  -1.69786  -1.03522  0.58829
C  -0.91075  4.49246  3.81112
C  -1.86472  -2.20569  -0.03506
C  -3.07093  0.36346  2.05627
C  -4.28665  2.33578  2.60571
C  -0.85875  3.05078  1.88282
C  2.26068  2.81522  -3.53098
C  2.50260  2.29743  0.71156
C  2.15733  0.21158  2.43925
C  3.63977  -1.50143  4.10951
C  -1.64702  0.63782  -3.55590
C  -3.53100  -0.27734  -2.23319
C  1.83617  -1.12586  2.59025
C  -2.76505  1.36388  4.20189
C  -2.56061  0.90130  -2.33373
C  -3.96615  1.35221  1.68508
C  -3.84400  -3.99001  -0.21466
C  4.00392  -0.16801  3.94376
C  -0.71663  -2.75322  -0.87913
C  3.58732  4.42523  0.42621
C  2.54820  -1.99751  3.43228
C  0.13055  3.77261  4.38087
C  0.71708  2.76731  -1.70838
C  3.27579  0.67854  3.12007
C  -3.15003  -2.72773  0.22015
C  0.87447  1.40358  -1.52122
C  0.74010  -1.75548  1.92493
C  4.58858  2.43778  -0.48430
C  -3.69091  2.33823  3.86027
C  -3.75075  -1.75917  1.00026
C  4.61061  3.81381  -0.27761
C  2.45088  1.45736  -3.36977
C  -1.40732  4.12293  2.57141
C  1.39240  3.47679  -2.68428
C  3.53966  1.68326  0.00690
C  0.70664  2.72233  3.68406
C  1.77225  0.77740  -2.37192
C  -3.38857  2.18716  -2.57267
C  2.53248  3.66913  0.92630
C  -2.45870  0.35811  3.29717
C  0.23060  2.36906  2.42084
H  -1.34282  5.33185  4.34067
H  1.53482  2.19360  4.13334
H  -2.96870  -1.20379  -2.15562
H  -4.40337  1.33480  0.69415
H  3.59337  1.70339  2.98273
H  -1.25510  2.76231  0.91689
H  -2.24328  -4.45310  -1.21505
H  3.59653  5.49627  0.57922
H  3.51100  0.61416  -0.17819
H  -1.78591  -0.44920  3.56072
H  4.21878  -2.15210  4.74957
H  -4.14448  -0.15409  -1.34133
H  5.38102  1.95819  -1.04393
H  -3.94196  3.11258  4.57326
H  2.25185  -3.03394  3.51868
H  5.42385  4.40626  -0.67571
H  1.72447  4.15985  1.45192
H  -2.23384  4.66554  2.13196
H  4.87585  0.21400  4.45814
H  -4.17995  -0.34584  -3.10373
H  -4.99885  3.10572  2.34052
H  0.50907  4.03965  5.35900
H  -2.29753  1.37527  5.17747

---

(4)
The following is a quantum chemistry calculation of a molecular structure, C33H59N2O2P2V at a distorted geometry, from the OMol25 dataset.

Results
LUMO level (spin up / spin down): -3.23 / -3.58 eV
orbital gap (spin up / spin down): 0.2273 / 0.2167 Eh
charge: +1
E: -3179.179945 a.u.
E_HOMO (spin up / spin down): -9.415 / -9.474 eV
multiplicity: 4

Cartesian coordinates (Å):
V  -0.38388  0.72545  0.36718
P  -0.09952  -2.61276  0.08467
P  -1.02940  2.94942  0.25227
O  -1.90508  0.56757  2.95051
O  1.53334  0.11949  2.15186
N  -1.89841  0.42822  -0.90151
N  0.74854  -0.12424  -0.97697
C  0.59117  3.88194  -0.06073
C  -4.10903  -0.09381  -2.50945
C  -3.64472  1.21087  -2.33404
C  0.54059  -4.05383  -1.06277
C  -3.59265  2.97618  1.34057
C  -1.74505  3.95755  2.73740
C  0.46169  5.38650  0.21198
C  3.17443  -0.87962  -2.64432
C  0.15475  -5.48598  -0.69014
C  3.68082  -0.53856  3.02090
C  2.05410  -3.82841  -0.99046
C  -1.24840  -1.97061  -1.12322
C  -2.66215  5.20273  0.73968
C  -1.31288  0.61026  1.91965
C  -1.82105  -4.36881  1.58890
C  -1.01684  -2.35872  2.76973
C  1.74047  -0.75779  -3.14742
C  1.54343  -1.73414  -4.29247
C  -2.17655  -0.87761  -1.27084
C  0.63589  -4.13554  2.34168
C  2.79462  -0.48340  1.78068
C  1.00833  3.67223  -1.52493
C  3.02002  0.42350  4.01800
C  -1.98281  2.82981  -1.33493
C  -3.37231  -1.13112  -1.97598
C  0.75054  -0.92291  -1.90059
C  -0.61915  -3.44635  1.77421
C  -2.56054  1.43994  -1.49612
C  1.58616  0.58420  3.51677
C  -2.30525  3.81996  1.31269
C  1.55566  0.64355  -3.70495
C  0.06231  -3.87809  -2.50483
C  1.67386  3.28802  0.86039
H  -1.32113  3.05839  -2.18810
H  2.29698  -2.80109  -1.29438
H  -4.33583  3.52882  1.93295
H  3.46605  -1.91340  -2.44992
H  1.24201  1.62799  3.54992
H  0.67357  -6.15246  -1.39517
H  -1.18065  -2.82273  3.75674
H  3.04641  0.05687  5.04358
H  -2.79646  3.56698  -1.37706
H  -4.12157  2.07364  -2.79371
H  1.39098  3.34313  1.92323
H  -0.21872  -1.61312  2.88127
H  3.25081  0.12801  0.98536
H  -2.48200  4.51535  3.33535
H  -1.59721  2.97726  3.21097
H  1.89864  2.23721  0.61185
H  2.56289  -4.51923  -1.67719
H  -2.93793  5.16229  -0.32046
H  3.87465  -0.47257  -3.39079
H  -0.98580  -4.16874  -2.64626
H  2.02776  4.06847  -1.65808
H  0.44620  -5.80329  0.31163
H  1.05661  -4.91201  1.69641
H  2.19825  -1.44932  -5.13204
H  -3.44213  2.00161  1.81415
H  -0.79739  4.51516  2.77029
H  3.52265  1.39861  3.99474
H  1.91640  1.39293  -2.99285
H  0.50732  0.85177  -3.93809
H  1.02842  2.60448  -1.78827
H  -5.02575  -0.27721  -3.06089
H  2.46697  -3.99574  0.01363
H  1.42708  -3.39309  2.52870
H  -1.61122  -5.24630  0.97225
H  0.51304  -1.71013  -4.66385
H  -4.00868  2.82775  0.33704
H  0.23049  5.60323  1.26487
H  2.59794  3.87028  0.72201
H  -1.85790  5.93288  0.86632
H  0.37168  -4.60493  3.30098
H  4.70986  -0.26544  2.78947
H  -0.92128  -5.65632  -0.82438
H  2.58283  -1.47811  1.36020
H  -2.66664  -3.82487  1.14914
H  1.81572  -2.75737  -4.01655
H  -1.73150  -2.85349  -1.55928
H  -3.65623  -2.16358  -2.14788
H  1.43478  5.85381  -0.01057
H  0.15989  -2.83429  -2.80767
H  -0.28450  5.85497  -0.44496
H  3.31014  -0.30546  -1.71926
H  0.67046  -4.49318  -3.17711
H  -2.12484  -4.73352  2.58105
H  -1.94138  -1.85044  2.48493
H  2.14562  0.77828  -4.62540
H  3.68215  -1.55808  3.42499
H  -3.53437  5.57682  1.29432
H  0.88640  -0.01467  4.12135
H  0.34443  4.20207  -2.22253

---

(5)
The following is a quantum chemistry calculation of a single C3H4OS molecule at a distorted geometry, from the OMol25 dataset.

Results
LUMO level: -0.73 eV
orbital gap: 0.3066 Eh
E: -590.070846 a.u.
E_HOMO: -9.078 eV
multiplicity: 1

Cartesian coordinates (Å):
S  0.08231  2.32319  0.76180
O  1.01776  -1.69823  -1.08416
C  0.37243  0.78145  0.71851
C  -0.55985  -0.19606  0.18531
C  0.23620  -0.77156  -0.98872
H  0.06692  -0.20028  -1.82351
H  -1.54805  0.24791  -0.07532
H  -0.90577  -0.91935  0.94568
H  1.23804  0.43293  1.36040

---

Among the records above, which one has the highest multiplicity? C33H59N2O2P2V

---

Look up the multiplicity of the first one. 3

---

What is the formula in the third record? C40H23ClF11N2O6PPt